Entry from the Open Molecules 2025 dataset: a cluster of 8 separate species, C22H48O31PS7 in total in a non-equilibrium geometry (ωB97M-V/def2-TZVPD).

```
109
Properties=species:S:1:pos:R:3:forces:R:3:lowdin_charge:R:1
C 0.225946 -2.418210 0.668912 0.109 0.131 0.139 -0.118
O -1.003996 -1.887299 0.222957 -0.058 -0.155 -0.118 -0.197
C -0.912731 -1.094407 -0.954026 -0.113 0.056 -0.084 -0.243
C -1.163743 0.385761 -0.703864 0.813 -0.184 -0.151 -0.199
C -0.128308 0.959412 0.259188 -0.265 -0.042 0.528 -0.239
C -0.438028 2.376295 0.747546 0.145 0.291 -0.260 -0.278
C 0.792218 3.192699 1.159892 -0.234 0.158 0.128 -0.364
P 1.862294 2.511423 2.553062 0.055 -0.555 0.000 0.497
O 3.286273 2.457232 1.500908 0.247 0.298 -0.015 -0.383
C 4.377078 1.771837 2.074171 -1.231 0.173 -0.185 -0.291
C 4.235811 2.004416 3.585063 0.996 0.432 -0.725 -0.354
O 2.902294 1.926305 3.904843 0.007 -0.240 0.251 -0.384
H 0.787603 -2.880480 -0.152622 -0.072 -0.055 0.020 0.082
H 0.001485 -3.173324 1.423028 -0.011 -0.011 -0.053 0.082
H 0.864185 -1.655892 1.129003 -0.036 0.019 -0.060 0.083
H 0.076105 -1.214069 -1.414385 0.011 -0.025 0.073 0.119
H -1.645165 -1.490818 -1.671334 -0.011 0.030 0.032 0.097
H -2.187209 0.548425 -0.360460 0.021 0.057 0.004 0.112
H -1.019913 0.866923 -1.676899 -0.392 0.153 0.029 0.106
H 0.873499 0.944476 -0.182738 -0.067 -0.037 -0.127 0.121
H -0.073396 0.313796 1.135711 0.064 -0.009 -0.032 0.081
H -0.960198 2.919995 -0.054645 -0.012 -0.041 0.002 0.094
H -1.140265 2.354189 1.588561 0.001 -0.187 -0.011 0.097
H 0.433481 4.160386 1.535262 0.045 0.007 -0.007 0.054
H 1.416668 3.420333 0.290913 0.033 -0.169 -0.006 0.065
H 1.660641 1.118056 2.190198 -0.091 0.081 0.011 0.010
H 0.729110 2.430248 3.455893 0.003 0.192 0.035 -0.011
H 2.195798 3.853879 2.990394 0.033 0.022 -0.079 0.007
H 5.285283 2.202398 1.640030 0.224 -0.298 0.192 0.100
H 4.273448 0.701225 1.837233 0.359 -0.023 0.045 0.096
H 4.889483 1.295693 4.118918 -0.323 -0.081 0.232 0.087
H 4.666496 3.014256 3.750707 -0.176 -0.018 0.307 0.097
C -4.479333 -2.368502 -3.436665 0.082 -0.094 0.290 -0.155
C -5.816339 -1.763808 -3.053163 -0.114 -0.101 -0.214 -0.160
O -5.503923 -0.394748 -2.771794 0.036 -0.040 0.085 -0.181
S -4.316615 0.104201 -3.715539 0.020 -0.182 0.138 0.609
O -4.862896 0.788335 -4.838619 0.186 -0.029 0.061 -0.230
O -3.320621 0.684495 -2.898083 -0.118 0.218 -0.190 -0.192
O -3.844921 -1.338696 -4.208800 -0.160 -0.023 -0.171 -0.186
H -3.862366 -2.580727 -2.561872 -0.026 0.012 0.020 0.130
H -4.576352 -3.262863 -4.045869 0.052 0.084 -0.127 0.134
H -6.254629 -2.218788 -2.169673 0.053 0.127 0.090 0.136
H -6.527973 -1.799376 -3.880918 0.011 -0.024 -0.003 0.131
C -5.917137 3.709033 -7.258612 0.104 0.069 0.256 -0.136
C -6.649942 2.708719 -6.389204 -0.034 -0.109 -0.272 -0.147
O -7.927441 3.340976 -6.162108 0.084 0.110 0.136 -0.188
S -8.356707 4.187390 -7.433622 -0.015 -0.024 -0.003 0.584
O -9.251068 3.442223 -8.242964 0.141 0.653 -0.246 -0.233
O -8.704788 5.495984 -6.988663 -0.037 -0.016 0.018 -0.242
O -6.937771 4.217643 -8.146906 0.024 -0.187 -0.094 -0.184
H -5.522461 4.541712 -6.685001 0.021 -0.055 0.039 0.091
H -5.118794 3.260232 -7.842463 -0.112 0.018 -0.164 0.141
H -6.161188 2.526079 -5.441074 -0.119 0.109 0.081 0.107
H -6.816567 1.761142 -6.903778 -0.015 0.002 0.008 0.133
C 6.684277 -2.431154 6.347707 0.027 0.187 0.009 -0.173
C 6.442269 -0.969039 6.018796 -0.527 0.059 0.104 -0.147
O 6.947474 -0.821440 4.685927 0.419 -0.120 0.061 -0.184
S 6.692542 -2.151800 3.850640 -0.383 0.185 -0.004 0.593
O 5.476205 -2.048250 3.130695 0.062 -0.139 -0.088 -0.207
O 7.899360 -2.517210 3.204725 -0.432 0.233 -0.529 -0.237
O 6.411884 -3.108525 5.112638 0.122 -0.081 0.111 -0.197
H 7.719352 -2.604776 6.637362 0.010 -0.001 -0.025 0.096
H 6.017713 -2.810275 7.118802 -0.106 -0.047 -0.116 0.134
H 6.962664 -0.287791 6.685579 0.147 0.041 -0.165 0.138
H 5.377535 -0.726803 6.004401 0.005 -0.013 0.062 0.138
C 12.659436 -4.201508 5.352200 0.192 0.033 0.189 -0.152
C 11.760923 -5.112894 6.165425 -0.080 -0.127 -0.244 -0.163
O 10.793650 -4.219574 6.727915 0.316 -0.030 0.222 -0.211
S 10.491881 -3.016246 5.705992 0.068 -0.028 0.342 0.608
O 9.298484 -3.324017 5.010811 0.562 -0.173 0.291 -0.220
O 10.643104 -1.796755 6.413765 -0.116 -0.013 -0.010 -0.201
O 11.757982 -3.250252 4.769737 -0.143 -0.166 -0.192 -0.171
H 13.369917 -3.666840 5.984635 -0.008 -0.013 0.015 0.135
H 13.189827 -4.721185 4.559319 -0.098 0.068 -0.107 0.136
H 12.283626 -5.631784 6.964204 -0.047 0.110 0.100 0.135
H 11.245725 -5.835374 5.528132 0.031 -0.006 -0.013 0.134
C -11.261832 -1.815909 -7.887422 0.072 -0.079 0.231 -0.168
C -12.565471 -1.180511 -7.444531 -0.152 -0.067 -0.222 -0.169
O -12.205630 0.171859 -7.151296 0.116 -0.056 0.139 -0.187
S -11.041981 0.661554 -8.141373 -0.027 0.033 -0.028 0.609
O -11.614238 1.362975 -9.232043 0.067 -0.021 0.003 -0.206
O -9.999976 1.212565 -7.361348 -0.198 -0.510 0.211 -0.219
O -10.624083 -0.798356 -8.663615 -0.107 -0.006 -0.095 -0.189
H -10.624279 -2.061935 -7.035812 -0.029 -0.003 0.015 0.132
H -11.407530 -2.698621 -8.504442 0.043 0.076 -0.115 0.133
H -12.984207 -1.640998 -6.553992 0.043 0.121 0.080 0.133
H -13.307327 -1.183727 -8.245910 0.014 -0.033 -0.006 0.133
C 7.741307 -6.997040 7.959008 -0.247 0.032 -0.141 -0.150
C 8.036314 -5.511697 7.946713 0.261 -0.112 -0.195 -0.164
O 7.050141 -4.954627 8.827307 -0.136 -0.142 -0.083 -0.189
S 6.735426 -5.984244 10.006908 -0.006 0.020 0.045 0.596
O 7.500747 -5.654181 11.156143 -0.037 -0.049 -0.004 -0.220
O 5.330223 -6.150776 10.090857 0.033 0.056 0.025 -0.213
O 7.398675 -7.270101 9.326320 0.145 0.017 0.023 -0.190
H 6.886399 -7.243793 7.327466 0.000 0.029 -0.006 0.137
H 8.594822 -7.603522 7.668295 0.030 -0.046 0.188 0.133
H 7.921510 -5.094085 6.948554 -0.089 0.214 0.102 0.126
H 9.028700 -5.291127 8.339556 -0.001 0.031 -0.021 0.126
C -6.147256 7.646062 -3.956834 0.000 0.234 0.138 -0.152
C -6.086762 8.391720 -5.275353 -0.226 -0.177 -0.168 -0.150
O -4.693571 8.345224 -5.630621 0.027 0.124 0.203 -0.187
S -4.054272 6.971011 -5.135161 -0.153 -0.034 -0.029 0.602
O -4.070013 6.032318 -6.203434 0.247 0.042 0.038 -0.230
O -2.863965 7.253335 -4.424020 0.018 0.024 -0.108 -0.200
O -5.224859 6.562041 -4.133619 -0.059 -0.058 -0.039 -0.185
H -5.806166 8.262385 -3.123417 0.000 0.015 -0.017 0.134
H -7.133449 7.244585 -3.741813 0.052 -0.152 -0.052 0.137
H -6.399656 9.428576 -5.195622 0.163 0.048 -0.011 0.134
H -6.665987 7.886720 -6.050885 -0.021 -0.016 0.031 0.132
```
Forces are in eV/Å.

Summary:
Charge: -1
DFT total energy: -6327.9510 Ha
2S+1: 1